[1]
{
  "formula": "C4H7NO",
  "method": "ωB97M-V/def2-TZVPD",
  "total_energy_ev": -7798.629,
  "e_homo_ev": -9.603,
  "de_lowest_kj_mol": 98.0,
  "orbital_gap_ev": 10.63,
  "charge": 0,
  "multiplicity": 1,
  "smiles": "C[C@H]1COC=N1",
  "species": ["C", "C", "C", "O", "C", "N", "H", "H", "H", "H", "H", "H", "H"],
  "positions_angstrom": [[-1.40, -0.71, 0.31], [-0.32, -0.07, -0.55], [0.29, 1.21, 0.06], [1.65, 0.83, 0.39], [1.78, -0.43, -0.06], [0.81, -1.01, -0.64], [-1.67, -1.69, -0.10], [-2.30, -0.09, 0.37], [-1.01, -0.86, 1.33], [-0.71, 0.11, -1.56], [-0.20, 1.52, 0.99], [0.33, 2.06, -0.64], [2.75, -0.89, 0.14]]
}

---

[2]
{
  "formula": "C17H14INNiO2PSe2",
  "method": "ωB97M-V/def2-TZVPD",
  "total_energy_ev": -212556.095,
  "e_homo_ev": [-11.744, -11.696],
  "de_lowest_kj_mol": 239.5,
  "orbital_gap_ev": [7.58, 6.03],
  "charge": 1,
  "multiplicity": 3,
  "s2": 2.353,
  "species": ["Ni", "Se", "P", "Se", "C", "C", "C", "C", "C", "C", "C", "C", "C", "C", "C", "C", "H", "H", "H", "H", "H", "H", "H", "H", "H", "H", "I", "C", "C", "C", "C", "C", "N", "H", "H", "H", "H", "O", "O"],
  "positions_angstrom": [[-0.03, -0.15, -0.02], [-1.04, 1.01, 1.83], [-2.03, -0.87, 2.24], [0.60, -2.48, 0.06], [-3.81, -0.61, 2.37], [-4.66, -1.63, 1.94], [-6.03, -1.47, 2.01], [-6.57, -0.29, 2.49], [-5.74, 0.73, 2.93], [-4.36, 0.58, 2.86], [-1.44, -1.56, 3.80], [-1.63, -0.86, 5.00], [-1.16, -1.40, 6.19], [-0.50, -2.63, 6.19], [-0.30, -3.31, 5.00], [-0.78, -2.78, 3.81], [-4.24, -2.56, 1.56], [-6.68, -2.27, 1.67], [-7.65, -0.16, 2.53], [-6.16, 1.66, 3.31], [-3.72, 1.39, 3.20], [-2.13, 0.10, 5.01], [-1.31, -0.86, 7.12], [-0.12, -3.04, 7.12], [0.22, -4.27, 5.00], [-0.62, -3.32, 2.88], [-2.70, -2.42, -1.20], [-2.38, -0.50, -1.91], [-3.24, 0.01, -2.86], [-3.01, 1.28, -3.36], [-1.91, 1.99, -2.91], [-1.12, 1.42, -1.95], [-1.35, 0.18, -1.44], [-4.08, -0.58, -3.20], [-3.68, 1.70, -4.10], [-1.68, 2.99, -3.28], [-0.28, 1.96, -1.56], [1.49, -0.30, 0.99], [1.63, -1.65, 1.23]]
}

---

[3]
{
  "formula": "C2H2ClN4O",
  "method": "ωB97M-V/def2-TZVPD",
  "total_energy_ev": -22634.802,
  "e_homo_ev": -4.193,
  "de_lowest_kj_mol": 200.5,
  "orbital_gap_ev": 7.64,
  "charge": -1,
  "multiplicity": 1,
  "species": ["C", "C", "N", "N", "N", "N", "O", "Cl", "H", "H"],
  "positions_angstrom": [[4.63, 0.05, 0.11], [-0.05, 0.51, 0.65], [3.56, 0.50, -0.14], [2.87, 1.61, -0.71], [1.66, 1.63, -0.57], [0.96, 0.64, -0.14], [5.54, -0.50, 0.57], [-1.81, 1.68, 0.14], [0.17, 0.94, 1.64], [-0.77, -0.33, 0.56]]
}

---

[4]
{
  "formula": "C4H16N2O",
  "method": "ωB97M-V/def2-TZVPD",
  "total_energy_ev": -9419.310,
  "e_homo_ev": -19.445,
  "de_lowest_kj_mol": 0.0,
  "orbital_gap_ev": 12.72,
  "charge": 2,
  "multiplicity": 1,
  "species": ["C", "C", "C", "C", "N", "N", "H", "H", "H", "H", "H", "H", "H", "H", "H", "H", "H", "H", "H", "H", "H", "H", "O"],
  "positions_angstrom": [[-0.75, 1.07, 1.08], [-0.09, 1.62, -0.18], [-0.10, 0.64, -1.37], [0.46, -0.77, -1.22], [-0.58, -1.83, -0.87], [1.33, 1.99, 0.20], [-0.72, 1.84, 1.86], [-1.83, 0.96, 0.92], [-0.40, 0.08, 1.38], [-0.67, 2.47, -0.52], [0.38, 1.12, -2.23], [-1.15, 0.56, -1.67], [0.90, -1.12, -2.14], [1.25, -0.92, -0.49], [-1.50, -1.40, -0.88], [-0.64, -2.54, -1.61], [-0.43, -2.34, 0.01], [1.81, 1.11, 0.36], [1.34, 2.40, 1.13], [1.84, 2.58, -0.46], [-0.92, -2.63, 2.42], [0.61, -2.52, 2.43], [-0.16, -2.38, 1.87]]
}

---

[5]
{
  "formula": "C2H15NO4",
  "method": "ωB97M-V/def2-TZVPD",
  "total_energy_ev": -11997.112,
  "e_homo_ev": -10.046,
  "de_lowest_kj_mol": 100.3,
  "orbital_gap_ev": 10.66,
  "charge": 0,
  "multiplicity": 1,
  "species": ["H", "O", "N", "H", "H", "C", "H", "H", "H", "C", "H", "H", "H", "O", "H", "H", "O", "H", "H", "O", "H", "H"],
  "positions_angstrom": [[-0.52, 0.52, 0.34], [-0.57, 1.04, 1.45], [-0.95, -0.07, -0.73], [-0.63, 1.95, 1.12], [-1.92, -0.27, -0.49], [-0.25, -1.36, -0.89], [-0.49, -2.02, -0.07], [-0.42, -1.80, -1.87], [0.82, -1.18, -0.90], [-0.78, 0.83, -1.88], [-0.34, 1.75, -1.56], [-0.17, 0.37, -2.65], [-1.75, 1.08, -2.30], [1.91, 0.52, 1.76], [0.98, 0.94, 1.76], [2.50, 1.29, 1.77], [-2.46, -0.89, 1.81], [-2.27, -1.66, 2.34], [-1.65, -0.33, 1.83], [3.03, -0.10, -0.67], [3.50, -0.80, -0.21], [2.41, 0.19, 0.04]]
}

---

[6]
{
  "formula": "C29H32AsIN2O2PSTi",
  "method": "ωB97M-V/def2-TZVPD",
  "total_energy_ev": -149842.858,
  "e_homo_ev": [-8.635, -10.201],
  "de_lowest_kj_mol": 0.0,
  "orbital_gap_ev": [5.64, 7.01],
  "charge": 1,
  "multiplicity": 3,
  "s2": 2.017,
  "species": ["Ti", "C", "C", "N", "O", "C", "C", "N", "O", "H", "H", "H", "H", "H", "H", "H", "I", "C", "C", "C", "C", "C", "C", "C", "C", "C", "P", "C", "C", "C", "C", "C", "C", "C", "C", "C", "C", "C", "C", "C", "H", "H", "H", "H", "H", "H", "H", "H", "H", "H", "H", "H", "H", "H", "H", "H", "C", "As", "C", "C", "S", "H", "H", "H", "H", "H", "H", "H", "H", "H"],
  "positions_angstrom": [[-1.28, -0.03, 0.26], [-4.36, 1.83, 2.98], [-3.41, 1.02, 2.15], [-2.53, 1.55, 1.28], [0.02, 1.81, 0.16], [-3.37, -0.39, 2.27], [-3.98, -1.25, 3.33], [-2.65, -0.86, 1.27], [-1.89, -1.94, 1.12], [-3.97, 2.83, 3.17], [-4.55, 1.33, 3.93], [-5.33, 1.94, 2.48], [0.34, 2.27, -0.63], [-5.07, -1.13, 3.36], [-3.59, -1.00, 4.32], [-3.75, -2.29, 3.13], [-2.45, 0.53, -2.14], [-2.81, 2.88, 0.87], [-3.98, 3.12, 0.18], [-4.42, 4.41, -0.13], [-3.69, 5.49, 0.30], [-2.47, 5.30, 0.97], [-1.73, 6.41, 1.43], [-0.53, 6.28, 2.07], [0.03, 5.00, 2.20], [-0.67, 3.88, 1.79], [0.27, 2.39, 1.65], [-0.09, 1.06, 2.76], [0.60, -0.16, 2.65], [0.37, -1.15, 3.59], [-0.47, -0.92, 4.67], [-1.10, 0.31, 4.81], [-0.93, 1.30, 3.85], [2.02, 2.74, 1.78], [2.78, 3.13, 0.68], [4.12, 3.41, 0.85], [4.70, 3.33, 2.10], [3.95, 2.95, 3.20], [2.61, 2.64, 3.05], [-1.98, 3.98, 1.21], [-4.57, 2.26, -0.13], [-5.34, 4.55, -0.67], [-4.04, 6.50, 0.12], [-2.14, 7.40, 1.26], [0.01, 7.14, 2.42], [1.03, 4.90, 2.60], [1.29, -0.33, 1.84], [0.86, -2.11, 3.49], [-0.63, -1.69, 5.41], [-1.74, 0.50, 5.66], [-1.43, 2.25, 3.94], [2.34, 3.21, -0.30], [4.72, 3.71, -0.01], [5.75, 3.56, 2.23], [4.41, 2.88, 4.18], [2.01, 2.32, 3.90], [0.17, -4.12, 0.52], [0.11, -3.08, -1.09], [1.31, -3.93, -2.33], [-1.65, -3.22, -1.85], [0.82, -1.11, -0.80], [-0.04, -5.16, 0.30], [-0.59, -3.71, 1.19], [1.16, -4.02, 0.96], [1.03, -4.97, -2.47], [2.32, -3.86, -1.95], [1.25, -3.40, -3.28], [-1.88, -4.27, -2.01], [-1.68, -2.67, -2.78], [-2.35, -2.78, -1.14]]
}